(1)
Below is a 2-piece molecular cluster, C3H6O3 overall, with properties calculated with ωB97M-V/def2-TZVPD.

```
12
Properties=species:S:1:pos:R:3
C 0.1103 0.3425 0.1293
C -3.3108 -0.2237 0.0680
C 1.6570 0.2278 -0.3335
O -2.9688 -1.2323 -0.3586
O 2.4605 -0.7516 0.3222
O -3.5667 0.7658 0.5889
H -0.3975 0.7330 -0.7805
H -0.2242 -0.5891 0.4838
H 2.1612 1.1960 -0.1233
H 1.8664 0.1645 -1.4803
H -0.0044 1.0696 0.9360
H 2.2169 -1.7025 0.5480
```

**Calculated total energy**: -343.62111 Eh
**2S+1**: 1
**Energy above the lowest of the compared OMol25 structures with the same formula, charge and spin**: 21.0 kcal per mole
**HOMO-LUMO gap**: 10.61 eV
**Structure (SMILES)**: O=C=O.CCO

These are the Löwdin partial charges, in e, on atoms 1 to 4:
1. C -0.069
2. C -0.449
3. C -0.294
4. O 0.210


(2)
Below is the molecule C5H7N3, with properties calculated with ωB97M-V/def2-TZVPD.

```
15
Properties=species:S:1:pos:R:3
C -2.0719 -0.2815 -0.6849
C -2.0765 -0.0513 0.7452
C 0.2658 0.2023 -0.0798
C 1.3348 1.1424 -0.0811
C 2.4814 0.3998 0.0487
H -1.6347 -1.1286 -1.1291
H -2.8632 0.1648 -1.2748
H -2.8993 0.5241 1.1768
H -1.7364 -0.8048 1.4597
H 1.3338 2.1983 -0.1124
H 3.5552 0.7093 -0.0721
H 2.6591 -1.6776 0.0619
N -1.0878 0.5489 -0.0879
N 2.0488 -0.8871 0.0631
N 0.6909 -1.0591 -0.0333
```

**Calculated total energy**: -358.91577 Eh
**2S+1**: 1
**Energy above the lowest of the compared OMol25 structures with the same formula, charge and spin**: 64.4 kcal per mole
**HOMO-LUMO gap**: 9.97 eV
**Structure (SMILES)**: c1cc(N2CC2)n[nH]1

These are the Löwdin partial charges, in e, on atoms 1 to 4:
1. C -0.149
2. C -0.143
3. C -0.341
4. C -0.024


(3)
Below is C58H73Cl3CuN3OP2S2Si as an isolated structure, with properties calculated with ωB97M-V/def2-TZVPD.

```
144
Properties=species:S:1:pos:R:3
Cu 0.7746 -0.9688 0.0250
C 4.2587 -0.9266 -0.1620
Si 2.8119 -0.0669 0.6890
C 3.2772 0.0104 2.5244
C 4.5296 -0.5275 2.8601
C 4.9811 -0.6064 4.1682
C 4.1763 -0.1574 5.2012
C 2.9303 0.3689 4.9043
C 2.4735 0.4566 3.5863
P 0.8530 1.2539 3.3799
C -0.2165 0.6224 4.7430
C -1.6430 1.2207 4.6243
C -2.7234 0.1985 4.9969
C -2.2635 -0.6336 6.1892
C -1.0860 -1.5335 5.7819
C -0.2387 -0.9143 4.6565
C 1.2443 3.0284 3.6197
C 1.7666 3.4021 5.0228
C 1.5998 4.9111 5.2857
C 1.7578 5.7034 3.9906
C 0.6051 5.3727 3.0247
C 0.0831 3.9403 3.2269
C 2.6297 1.6674 -0.0642
C 3.4310 2.7066 0.4091
C 3.3268 3.9940 -0.1038
C 2.4088 4.2606 -1.1084
C 1.6042 3.2397 -1.5969
C 1.7023 1.9468 -1.0853
P 0.7003 0.5550 -1.7330
C 1.2651 0.1018 -3.4509
C 2.5505 -0.7458 -3.4571
C 3.8237 0.1027 -3.4486
C 3.8369 1.0343 -4.6571
C 2.6387 1.9755 -4.5854
C 1.3272 1.1866 -4.5419
C -1.0911 0.9819 -2.0653
C -2.0157 0.5796 -0.9074
C -3.4307 0.3198 -1.4478
C -3.7672 1.2590 -2.6208
C -3.0259 2.5845 -2.4668
C -1.4903 2.4046 -2.4921
H 5.1660 -0.3137 -0.1088
H 4.0370 -1.0956 -1.2123
H 4.4686 -1.8992 0.2911
H 5.1780 -0.8899 2.0739
H 5.9571 -1.0255 4.3789
H 4.5132 -0.2123 6.2285
H 2.3035 0.7069 5.7195
H 0.2185 0.9202 5.6996
H -1.8118 1.5722 3.6047
H -1.7221 2.0858 5.2880
H -2.9219 -0.4630 4.1466
H -3.6550 0.7190 5.2252
H -3.0806 -1.2413 6.5802
H -1.9591 0.0450 6.9923
H -1.4623 -2.5000 5.4404
H -0.4563 -1.7295 6.6519
H -0.6332 -1.1961 3.6771
H 0.7756 -1.3096 4.7092
H 2.0434 3.1683 2.8809
H 2.8196 3.1309 5.1067
H 1.2246 2.8484 5.7954
H 2.3296 5.2328 6.0297
H 0.6101 5.1116 5.7053
H 2.7203 5.4505 3.5343
H 1.7785 6.7737 4.1989
H 0.9404 5.4924 1.9910
H -0.2198 6.0724 3.1766
H -0.3962 3.5865 2.3154
H -0.6725 3.9222 4.0202
H 4.1541 2.5069 1.1955
H 3.9673 4.7830 0.2716
H 2.3248 5.2580 -1.5234
H 0.9051 3.4588 -2.3922
H 0.4446 -0.5752 -3.7160
H 2.5527 -1.3511 -4.3711
H 2.5311 -1.4397 -2.6112
H 4.7008 -0.5481 -3.4591
H 3.8657 0.7043 -2.5353
H 3.7846 0.4387 -5.5759
H 4.7662 1.6059 -4.6898
H 2.6200 2.6395 -5.4523
H 2.7400 2.6006 -3.6977
H 1.2209 0.6656 -5.5000
H 0.4780 1.8654 -4.4603
H -1.2942 0.2849 -2.8886
H -2.0174 1.3902 -0.1742
H -1.6500 -0.3172 -0.4017
H -4.1554 0.4567 -0.6410
H -3.5142 -0.7207 -1.7770
H -4.8429 1.4369 -2.6602
H -3.4902 0.7924 -3.5713
H -3.3190 3.0380 -1.5156
H -3.3226 3.2776 -3.2552
H -1.0577 3.1210 -1.7947
H -1.1208 2.6248 -3.4948
Cl -3.0916 -10.0872 -5.4496
C -2.5437 -8.7439 -4.5094
C -3.4010 -7.6909 -4.2450
C -2.9409 -6.6317 -3.4815
C -1.6468 -6.5930 -2.9719
C -1.2569 -5.4120 -2.1079
C -1.1761 -5.7792 -0.6215
N -1.0380 -4.5446 0.1444
C -2.0634 -3.8485 0.7489
C -1.5726 -2.6138 1.0323
N -0.2637 -2.5413 0.6040
C 0.0262 -3.7230 0.0918
O -0.0095 -4.8425 -2.4574
C -0.0879 -3.6919 -3.3011
C -0.8457 -3.9643 -4.5627
C -2.1022 -3.5119 -4.8272
Cl -3.0339 -2.4381 -3.8564
S -2.7414 -4.1327 -6.2925
C -1.3070 -5.0286 -6.5744
C -0.3914 -4.8465 -5.5909
C -0.8079 -7.6699 -3.2603
Cl 0.8285 -7.7431 -2.6799
C -1.2467 -8.7383 -4.0261
H -4.4110 -7.7005 -4.6317
H -3.6072 -5.7990 -3.2799
H -2.0443 -4.6558 -2.2059
H -0.3219 -6.4301 -0.4475
H -2.0881 -6.2847 -0.3139
H -3.0323 -4.2882 0.9175
H -2.0600 -1.7732 1.5001
H 0.9693 -4.0067 -0.3434
H 0.9493 -3.4363 -3.5166
H -0.5485 -2.8591 -2.7582
H -1.2242 -5.6383 -7.4615
H 0.5823 -5.3200 -5.5741
H -0.5810 -9.5644 -4.2349
S -0.0645 0.9828 1.6515
C -2.1417 3.8402 0.6712
N -3.3211 3.8041 1.3452
C -4.2453 4.7948 1.4694
C -4.0245 5.9905 0.8640
C -2.8275 6.1475 0.1435
C -1.9322 5.1078 0.0662
H -3.5373 2.9315 1.8059
H -5.1320 4.5780 2.0496
H -4.7500 6.7865 0.9439
H -2.6269 7.0951 -0.3456
H -1.0067 5.2451 -0.4841
```

**Calculated total energy**: -7282.92980 Eh
**2S+1**: 2
**Energy above the lowest of the compared OMol25 structures with the same formula, charge and spin**: 0.0 kcal per mole
**HOMO-LUMO gap (spin up / spin down)**: 7.53 / 6.66 eV
**Total charge**: +1

These are the Löwdin partial charges, in e, on atoms 1 to 4:
1. Cu 0.065
2. C -0.202
3. Si 0.620
4. C -0.249


(4)
Below is C26H40BrNOP2Pt as an isolated structure, with properties calculated with ωB97M-V/def2-TZVPD.

```
72
Properties=species:S:1:pos:R:3
N -5.3109 3.4865 -3.5055
C -5.0775 3.7442 -2.2326
C -4.2201 3.0096 -1.4310
C -3.4730 1.9431 -1.9512
C -3.6911 1.6718 -3.3499
C -4.6422 2.4587 -4.0629
C -2.5976 1.1460 -1.0472
Pt -0.2040 0.0137 -0.1708
P 2.0873 -0.0306 -0.1172
C -1.2188 1.3211 -1.0483
C -0.5061 2.3730 0.1329
C 0.6048 3.2607 -0.0815
C 1.1047 4.0932 1.0306
C 0.3324 4.2172 2.2776
C -1.0594 3.6691 2.1611
C -1.3625 2.6605 1.2197
Br 0.7854 3.9365 4.1980
H -3.1096 0.5779 -0.2754
H -0.4826 1.3387 -1.8694
H -4.1155 3.3006 -0.4141
H -3.1744 0.8845 -3.9244
H -5.6210 4.5996 -1.8484
H -4.8590 2.2549 -5.1308
H 1.1853 2.9137 -0.9406
H -2.1810 1.9359 1.3979
H 2.1066 4.5950 0.9697
H -1.7729 3.7697 3.0209
P -1.0083 -2.0125 -0.2354
C 3.4300 1.2182 0.5816
C 4.9496 1.3361 0.3402
H 3.2445 1.2238 1.6755
H 2.9708 2.1382 0.1817
H 5.3063 2.1569 0.9857
H 5.5464 0.4643 0.6358
H 5.1971 1.6002 -0.7034
C 2.9505 -0.9581 -1.4762
C 4.2986 -1.6018 -1.1870
H 2.9932 -0.2503 -2.3054
H 2.2666 -1.7760 -1.7621
H 4.8298 -1.7828 -2.1207
H 4.9843 -1.0453 -0.5446
H 4.1496 -2.5782 -0.7224
C 2.2099 -1.4506 1.1380
C 3.4373 -1.6737 2.0055
H 2.0059 -2.4230 0.6123
H 1.3498 -1.1151 1.7464
H 3.3468 -2.7141 2.3707
H 4.3641 -1.5784 1.4253
H 3.4233 -0.9969 2.8687
C -0.4770 -2.5939 1.4006
C -1.1599 -3.7855 1.9019
H -0.4967 -1.7525 2.0792
H 0.5498 -2.8882 1.2644
H -2.2209 -3.6841 1.9676
H -0.9382 -4.6450 1.2999
H -0.7723 -3.9857 2.8706
C -0.5251 -3.4005 -1.2625
C -0.4221 -3.1739 -2.7707
H -1.2669 -4.1590 -1.0016
H 0.4301 -3.7923 -0.8971
H -1.3623 -3.4093 -3.3007
H -0.1305 -2.1421 -3.0279
H 0.3660 -3.8532 -3.1556
C -2.8466 -2.0989 -0.0496
C -3.3229 -1.2692 1.1714
H -3.0177 -3.1911 0.0937
H -3.3397 -1.7741 -0.9953
H -4.0720 -0.5395 0.8237
H -3.7917 -1.9195 1.9364
H -2.5037 -0.6948 1.6540
O 2.9126 1.4016 5.1946
C 2.6346 2.0248 4.2854
```

**Calculated total energy**: -4518.78867 Eh
**2S+1**: 5
**Energy above the lowest of the compared OMol25 structures with the same formula, charge and spin**: 177.5 kcal per mole
**HOMO-LUMO gap (spin up / spin down)**: 6.44 / 4.91 eV
**Total charge**: +4

These are the Löwdin partial charges, in e, on atoms 1 to 4:
1. N 0.334
2. C -0.004
3. C 0.042
4. C -0.131


(5)
Below is C44H54BCeClN8O5S5 as an isolated structure, with properties calculated with ωB97M-V/def2-TZVPD.

```
119
Properties=species:S:1:pos:R:3
Ce -2.0922 -0.9744 0.9049
C -0.6280 4.7870 -0.8455
C 0.5049 3.8598 -0.5948
C 1.8036 4.2275 -0.8034
C 2.8451 3.2961 -0.5514
N 2.5749 2.1197 -0.0724
N 1.3173 1.7488 0.1435
B 1.1662 0.3951 0.7690
N 0.8702 -0.6928 -0.2666
N 1.1240 -0.2560 -1.5102
C 1.4630 -1.0797 -2.4503
C 1.5871 -2.4739 -2.2054
C 1.3219 -2.9602 -0.9602
C 1.4608 -4.3899 -0.5920
C 0.8991 -2.0352 0.0475
S 0.4775 -2.5466 1.5941
C 1.8610 -0.4858 -3.7816
C 0.9442 -1.0074 -4.8932
C 3.3168 -0.9024 -4.0475
C 1.7833 1.0401 -3.7137
N 2.3731 -0.0473 1.6114
N 3.5194 -0.5692 1.3014
C 4.2400 -1.0775 2.2758
C 3.7904 -1.0289 3.6175
C 2.5612 -0.4899 3.9381
C 1.9749 -0.4490 5.2987
C 1.8385 -0.0154 2.8341
S 0.2414 0.6030 2.5466
C 5.5562 -1.7011 1.8799
C 6.6876 -0.8238 2.4286
C 5.6656 -1.7812 0.3558
C 5.6536 -3.1124 2.4682
C 0.2383 2.5282 -0.1288
S -1.3329 1.9608 0.1067
C 4.3040 3.6312 -0.7565
C 4.5154 4.2296 -2.1511
C 4.7041 4.6476 0.3212
C 5.1586 2.3706 -0.6093
H -0.2738 5.8048 -0.9802
H -1.1599 4.4693 -1.7409
H -1.3363 4.7488 -0.0221
H 2.0320 5.2213 -1.1590
H 1.9151 -3.1374 -2.9899
H 1.9770 -4.9404 -1.3726
H 1.9961 -4.4784 0.3527
H 0.4726 -4.8255 -0.4308
H 0.9890 -2.0914 -4.9696
H -0.0860 -0.7163 -4.6997
H 1.2493 -0.5850 -5.8479
H 3.3985 -1.9663 -4.2523
H 3.7048 -0.3633 -4.9083
H 3.9356 -0.6680 -3.1833
H 0.7673 1.3616 -3.5057
H 2.4274 1.4068 -2.9188
H 2.1024 1.4717 -4.6589
H 4.3978 -1.4486 4.4030
H 2.6850 -0.7770 6.0513
H 1.6378 0.5613 5.5248
H 1.0976 -1.0950 5.3182
H 6.6408 0.1714 1.9946
H 6.6265 -0.7366 3.5094
H 7.6447 -1.2677 2.1729
H 5.5895 -0.7942 -0.0895
H 6.6236 -2.2170 0.0857
H 4.8720 -2.3997 -0.0550
H 5.6552 -3.0936 3.5534
H 4.8204 -3.7248 2.1326
H 6.5790 -3.5758 2.1381
H 4.0306 5.1964 -2.2539
H 5.5772 4.3692 -2.3330
H 4.1265 3.5629 -2.9166
H 4.1072 5.5538 0.2558
H 4.5674 4.2194 1.3110
H 5.7509 4.9116 0.2004
H 4.8744 1.6298 -1.3513
H 6.2069 2.6217 -0.7455
H 5.0219 1.9334 0.3753
O -3.2992 -3.6563 -1.6143
Cl -2.4923 -3.2758 -0.5334
O -1.6965 -4.3214 -0.0609
O -1.6170 -2.1961 -0.9466
O -3.3082 -2.7440 0.5189
O -3.2310 -0.0601 -0.8711
S -4.0428 -0.9585 -1.7690
C -5.0088 0.1407 -2.8259
C -5.2450 1.4661 -2.5176
C -6.0156 2.2311 -3.3806
C -6.5241 1.6721 -4.5432
C -6.2538 0.3483 -4.8586
C -5.4929 -0.4218 -3.9963
C -5.4194 -1.4027 -0.6755
C -6.1438 -2.5636 -0.8804
C -7.0868 -2.9376 0.0639
C -7.2938 -2.1559 1.1896
C -6.5764 -0.9842 1.3743
C -5.6300 -0.6031 0.4380
H -4.8139 1.8859 -1.6222
H -6.2182 3.2656 -3.1485
H -7.1318 2.2681 -5.2075
H -6.6306 -0.0822 -5.7743
H -5.2634 -1.4528 -4.2205
H -5.9465 -3.1736 -1.7492
H -7.6420 -3.8543 -0.0663
H -8.0205 -2.4549 1.9311
H -6.7457 -0.3751 2.2503
H -5.0757 0.3265 0.5375
C -6.1560 -0.1563 5.9755
C -5.1909 -0.0166 4.8519
C -5.1878 1.0985 3.9985
C -4.2923 1.0850 2.9508
N -3.4469 0.0728 2.7286
C -3.4747 -0.9413 3.6584
S -2.2939 -2.1516 3.4818
N -4.3263 -0.9935 4.6763
H -6.4929 0.8134 6.3280
H -5.6928 -0.7172 6.7830
H -7.0229 -0.7222 5.6363
H -5.8616 1.9268 4.1417
H -4.2347 1.9083 2.2465
```

**Calculated total energy**: -5473.80465 Eh
**2S+1**: 1
**Energy above the lowest of the compared OMol25 structures with the same formula, charge and spin**: 9.2 kcal per mole
**HOMO-LUMO gap (spin up / spin down)**: 5.91 / 5.91 eV
**Total charge**: +2

These are the Löwdin partial charges, in e, on atoms 1 to 4:
1. Ce 0.643
2. C -0.055
3. C -0.227
4. C 0.092


Question: Look up the energy above the lowest of the compared OMol25 structures with the same formula, charge and spin of the second one.
Answer: 64.4 kcal per mole